[1]
The following is a quantum chemistry calculation of a molecular structure, C20H48N9OPRu, from the OMol25 dataset.

The geometry in XYZ format:
```
80
Properties=species:S:1:pos:R:3:forces:R:3
Ru 0.3297 1.8013 -1.0310 -0.1757 0.2990 -0.2563
N 2.0580 1.7648 -2.6072 0.0340 -0.0172 -0.0590
C 2.2349 3.1519 -3.0968 -0.0495 -0.0108 0.0006
C 2.2381 4.1036 -1.9166 0.0303 0.0017 0.0179
N 0.9348 4.0216 -1.1900 0.0246 0.0600 0.0076
H 2.9405 1.4202 -2.2390 -0.0026 0.0034 0.0180
H 1.8290 1.1394 -3.3751 -0.0223 0.0576 -0.0357
H 1.4026 3.3841 -3.7645 0.0085 0.0096 -0.0070
H 3.1501 3.2700 -3.6770 0.0244 0.0040 0.0236
H 2.4388 5.1232 -2.2448 -0.0125 -0.0020 -0.0265
H 3.0270 3.8230 -1.2157 -0.0016 0.0017 -0.0003
H 0.2361 4.5223 -1.7365 -0.0115 -0.0216 -0.0095
H 0.9975 4.5571 -0.3279 0.0351 -0.0446 0.0181
N -2.2602 1.2119 -2.7581 -0.0157 0.1422 0.0056
N -1.5489 2.4235 -2.4076 -0.0544 -0.0558 -0.0963
H -2.9970 1.4334 -3.4240 -0.0126 0.0047 0.0214
H -2.7136 0.8696 -1.9167 0.1074 -0.0525 0.0310
H -2.1861 3.1392 -2.0555 -0.0091 -0.0167 0.0058
H -1.1847 2.7909 -3.2824 0.0188 -0.0541 -0.0108
O -0.0062 -0.1507 -0.9079 0.0361 -0.2726 0.3455
P -0.8829 -1.3611 -0.4979 0.1080 0.2181 -0.0887
N -0.1287 -2.1695 0.7067 -0.0964 -0.0122 -0.0961
C -0.8509 -2.8431 1.8221 0.0162 -0.0814 -0.0357
C 0.1541 -3.8777 2.3438 -0.0210 0.0097 0.0265
C 1.5146 -3.3661 1.8725 0.0346 -0.0099 -0.0010
C 1.1961 -2.7857 0.5014 0.0996 0.0687 0.0225
N -2.2976 -0.8362 0.1191 -0.1361 -0.0068 -0.3576
C -2.4447 0.2990 1.0323 0.0099 0.0725 0.1323
C -3.9323 0.6450 0.9462 0.0146 0.0427 0.0164
C -4.5824 -0.7127 0.6972 -0.0118 0.0072 0.0271
C -3.6202 -1.4018 -0.2650 0.0127 -0.0041 0.1033
N -1.1063 -2.2653 -1.8175 0.1843 -0.3047 0.2794
C -1.3544 -3.7313 -1.6929 -0.0537 0.0485 -0.1028
C -1.3740 -4.2080 -3.1420 0.0128 -0.0146 0.0025
C -0.3927 -3.2665 -3.8342 -0.0457 0.0097 -0.0377
C -0.7002 -1.9125 -3.2027 -0.0677 -0.0028 -0.0001
H -1.7646 -3.3253 1.4747 -0.0324 0.0356 0.0190
H -1.1254 -2.1105 2.5837 0.0278 -0.0061 0.0136
H -0.0465 -4.8527 1.8993 -0.0025 0.0067 -0.0274
H 0.0894 -3.9972 3.4232 0.0049 -0.0012 -0.0069
H 2.2719 -4.1461 1.8287 -0.0100 0.0010 -0.0029
H 1.8872 -2.5830 2.5406 -0.0278 0.0179 -0.0003
H 1.1592 -3.5778 -0.2521 0.0173 0.0250 0.0242
H 1.9139 -2.0388 0.1574 0.0119 0.0005 0.0119
H -1.8062 1.1405 0.7227 -0.0003 -0.0287 -0.0220
H -2.1657 0.0325 2.0589 -0.0001 -0.0360 -0.0139
H -4.1217 1.3188 0.1057 0.0271 -0.0163 -0.0238
H -4.2938 1.1384 1.8460 -0.0070 -0.0121 0.0039
H -5.5891 -0.6408 0.2925 0.0029 0.0063 -0.0084
H -4.6393 -1.2714 1.6328 0.0028 -0.0165 -0.0142
H -3.8422 -1.1768 -1.3105 -0.0325 -0.0008 -0.0075
H -3.6378 -2.4828 -0.1398 0.0121 -0.0230 -0.0341
H -2.2964 -3.9330 -1.1862 -0.0403 0.0026 0.0481
H -0.5479 -4.2071 -1.1298 -0.0650 -0.0119 -0.0355
H -2.3743 -4.0896 -3.5609 -0.0029 0.0172 -0.0003
H -1.1013 -5.2576 -3.2248 0.0112 0.0069 -0.0083
H -0.5182 -3.2439 -4.9148 0.0070 -0.0091 0.0030
H 0.6371 -3.5605 -3.6217 -0.0040 -0.0057 0.0301
H -1.5188 -1.4034 -3.7126 0.0315 -0.0032 -0.0062
H 0.1661 -1.2530 -3.1816 -0.0426 0.0403 -0.0226
C 1.8996 0.5368 1.7896 0.0824 -0.0550 0.0023
C 2.4229 0.2991 3.3098 -0.0521 0.0853 -0.1142
N 2.5244 1.6098 3.8553 0.0816 -0.0613 0.2711
C 3.5387 2.4133 3.2601 -0.0884 -0.0313 -0.1120
C 3.0302 2.6247 1.7343 -0.0005 0.0354 -0.0589
N 1.7539 1.9598 1.5635 0.0956 -0.0481 0.3663
C 0.7759 2.5178 2.4763 -0.0174 0.0013 0.0033
C 1.2692 2.2679 4.0002 0.0096 -0.0148 -0.1528
H 0.9541 0.0135 1.6505 -0.0240 0.0255 0.0005
H 2.6391 0.1258 1.1054 0.0054 -0.0025 -0.0153
H 3.3927 -0.1920 3.3010 -0.0016 -0.0102 0.0014
H 1.6956 -0.2889 3.8638 0.0109 -0.0227 0.0031
H 4.4946 1.8957 3.2641 0.0092 0.0108 0.0137
H 3.6167 3.3709 3.7682 0.0200 0.0062 -0.0052
H 3.7701 2.2002 1.0589 0.0004 -0.0018 -0.0019
H 2.9336 3.6937 1.5530 -0.0088 -0.0031 -0.0053
H -0.1891 2.0324 2.3415 0.0049 -0.0018 -0.0172
H 0.6788 3.5903 2.3192 -0.0205 -0.0018 -0.0157
H 0.5632 1.6268 4.5213 -0.0149 0.0249 0.0231
H 1.3823 3.2170 4.5179 0.0067 -0.0013 0.0102
```
Positions in Å, forces in eV/Å.

Summary:
HOMO-LUMO gap (alpha / beta) = 8.98 / 5.50 eV
F_max = 0.5 eV/A
highest occupied orbital energy (alpha / beta) = -16.545 / -16.634 eV
spin multiplicity = 6
total energy = -1794.23044 Ha
total charge = +3
lowest unoccupied orbital energy (alpha / beta) = -7.56 / -11.14 eV
relative energy (zero: lowest compared OMol25 entry of this formula, charge and spin) = 0.0 kJ/mol

How is the electron density shared among the atoms? According to Löwdin, the charges in e are: 1.261, -0.055, -0.226, -0.218, -0.072, 0.099, 0.100, 0.120, 0.135, 0.135, 0.109, 0.093, 0.089, -0.011, -0.129, 0.102, 0.044, 0.097, 0.086, -0.482, 0.572, -0.195, -0.157, -0.138, -0.149, -0.186, -0.195, -0.212, -0.152, -0.141, -0.161, -0.167, -0.161, -0.143, -0.151, -0.174, 0.112, 0.106, 0.125, 0.123, 0.128, 0.096, 0.113, 0.103, 0.065, 0.112, 0.110, 0.124, 0.129, 0.127, 0.117, 0.106, 0.108, 0.102, 0.125, 0.127, 0.125, 0.120, 0.108, 0.093, -0.107, -0.045, -0.073, -0.033, -0.087, -0.191, -0.089, -0.034, 0.097, 0.127, 0.146, 0.139, 0.147, 0.147, 0.131, 0.126, 0.109, 0.129, 0.144, 0.148

[2]
The following is a quantum chemistry calculation of a molecular structure, C20H49AsO4RhSi3, from the OMol25 dataset.

The geometry in XYZ format:
```
78
Properties=species:S:1:pos:R:3:forces:R:3
Rh 0.2669 0.2923 -0.1238 0.0719 -1.2386 -0.4996
C 4.0517 -1.0255 -2.2571 0.0217 0.2116 -0.1701
C 3.1821 -0.7210 -1.0599 -0.0077 0.0473 -0.0689
C 3.9908 -0.4109 0.1876 -0.0665 0.2210 0.0254
O 2.3119 0.4272 -1.3558 0.1916 -0.0811 0.3405
C 2.2976 -1.9141 -0.7060 -0.3831 0.9682 -0.0800
O 2.6944 -3.0448 -0.8485 0.1216 -0.0779 0.1908
O 1.1431 -1.5620 -0.1970 0.1050 -0.7084 0.2495
H 4.6961 -0.1741 -2.4919 -0.0347 -0.0743 0.0149
H 3.4417 -1.2699 -3.1327 0.0417 0.0085 0.0359
H 4.6671 -1.8943 -2.0385 0.0052 -0.0199 -0.0078
H 4.7101 0.3869 0.0128 0.0296 -0.0110 -0.0376
H 4.5361 -1.3067 0.4799 -0.0143 -0.0177 0.0231
H 3.3288 -0.1228 1.0097 0.0410 -0.0325 -0.0307
H 2.0990 0.3910 -2.2979 -0.0588 -0.0128 0.0261
C -2.4310 2.1899 -0.3657 -0.3129 -0.3836 0.0358
O -1.8370 0.9056 -0.1149 -0.2286 0.3849 0.0115
Si -2.8504 -0.4611 0.0519 -0.2851 0.6134 -0.0027
C -3.9659 -0.4821 -1.4248 0.0588 -0.0385 -0.2273
C -3.9162 -0.1845 1.5393 -0.0837 0.0850 0.1847
C -1.6019 -1.8033 0.1958 1.1865 0.9834 -0.0278
Si -1.2212 -2.8506 -1.3256 0.4038 -0.2240 -0.6606
C -0.5697 -1.7158 -2.7012 -0.1973 0.0390 -0.1647
C -0.0673 -4.2762 -1.0836 0.0639 -0.1356 0.3547
C -2.8455 -3.6149 -1.8996 -0.2990 0.1044 0.1536
Si -0.9769 -2.2360 1.9186 0.0627 0.1040 0.6773
C 0.2854 -3.5832 2.0524 0.2955 -0.1193 -0.1955
C -2.4709 -2.8317 2.8951 -0.1872 -0.0852 -0.0482
C -0.3773 -0.6575 2.7698 0.0359 0.0035 0.1024
H -2.9596 2.1848 -1.3191 0.0221 -0.0424 -0.0205
H -1.6650 2.9391 -0.4020 0.3436 0.2362 -0.0092
H -3.1318 2.4477 0.4316 0.0087 -0.0593 0.0029
H -4.6243 0.3927 -1.4042 0.0461 -0.0864 -0.0053
H -4.6039 -1.3686 -1.4043 -0.0036 0.0379 -0.0277
H -3.4183 -0.4796 -2.3725 -0.0695 -0.0266 0.0699
H -4.6484 0.6038 1.3333 0.0466 -0.0778 0.0271
H -3.3527 0.0958 2.4334 -0.0890 -0.0460 -0.0843
H -4.4762 -1.0960 1.7684 -0.0098 0.0866 0.0023
H -0.3042 -0.7219 -2.3410 0.0115 0.0811 0.0196
H -1.3162 -1.5732 -3.4887 0.0673 -0.0964 0.0109
H 0.3261 -2.1506 -3.1556 -0.0760 -0.0442 0.0505
H 0.9366 -3.9874 -0.7644 -0.3431 -0.1999 -0.1506
H 0.0120 -4.7963 -2.0434 -0.0325 -0.0034 0.0177
H -0.4705 -4.9858 -0.3531 -0.0141 -0.0107 -0.1731
H -3.3137 -3.0466 -2.7073 0.0069 -0.0270 0.1046
H -3.5681 -3.6961 -1.0797 0.0010 -0.0875 -0.1356
H -2.6518 -4.6268 -2.2690 0.0195 0.1150 0.0677
H -0.1585 -4.5503 1.7991 0.0820 0.0718 0.0782
H 0.6117 -3.6313 3.0966 -0.0645 -0.0043 -0.0280
H 1.1663 -3.4325 1.4233 -0.1544 -0.0505 0.1233
H -3.1815 -3.3666 2.2546 0.0290 -0.0028 0.1466
H -3.0042 -2.0162 3.3888 0.0315 -0.1027 -0.0558
H -2.1327 -3.5296 3.6687 -0.0273 0.0626 -0.1010
H 0.4391 -0.1584 2.2352 -0.0205 -0.0004 -0.0801
H 0.0355 -0.8869 3.7581 -0.1744 -0.0962 0.0047
H -1.2007 0.0542 2.9057 0.1861 -0.0584 -0.0328
C 3.7756 3.2119 0.1202 -0.1169 0.1512 0.1398
C 2.6854 3.0406 1.1738 0.1188 -0.1422 -0.1178
As 0.9189 2.5648 0.5171 -0.4364 -0.1827 -0.1334
C -0.1537 3.2045 2.0136 -0.0563 0.1816 -0.1206
C -0.4544 4.6996 1.9533 -0.0522 -0.0559 0.1255
C 0.7176 3.8579 -0.9368 0.0901 -0.1682 -0.1496
C 0.9681 3.2348 -2.3113 0.0471 0.0624 0.1159
H 4.6867 3.5722 0.5988 0.0055 -0.0262 -0.0272
H 3.4920 3.9483 -0.6331 0.0290 -0.0023 0.0353
H 3.9974 2.2848 -0.3889 0.0118 -0.1429 -0.1035
H 2.5009 3.9906 1.6761 0.0103 0.0552 0.1135
H 2.9498 2.3113 1.9382 0.0987 -0.0274 0.0136
H 0.4345 2.9541 2.8960 0.0243 -0.0139 0.0808
H -1.0679 2.6158 2.0650 -0.0108 -0.0396 -0.0259
H 0.4450 5.2966 1.7998 0.0262 0.0084 0.0033
H -0.9020 5.0201 2.8936 -0.0248 0.0552 -0.0160
H -1.1570 4.9410 1.1541 0.0259 -0.0122 0.0243
H 1.4274 4.6574 -0.7324 -0.0159 0.1001 -0.0079
H -0.2751 4.2886 -0.8876 -0.1339 0.1227 0.0193
H 1.9854 2.8500 -2.3877 -0.0050 -0.0061 -0.0092
H 0.8316 3.9749 -3.0987 -0.0070 0.0292 0.0030
H 0.2768 2.4123 -2.5047 -0.0290 -0.0289 0.0100
```
Positions in Å, forces in eV/Å.

Summary:
HOMO-LUMO gap (alpha / beta) = 5.85 / 5.94 eV
F_max = 1.5 eV/A
highest occupied orbital energy (alpha / beta) = -10.941 / -11.112 eV
spin multiplicity = 1
total energy = -4307.01574 Ha
total charge = +1
lowest unoccupied orbital energy (alpha / beta) = -5.10 / -5.17 eV
relative energy (zero: lowest compared OMol25 entry of this formula, charge and spin) = 172.8 kJ/mol

How is the electron density shared among the atoms? According to Löwdin, the charges in e are: 0.782, 0.004, -0.494, 0.006, -0.118, -0.576, 0.102, -0.230, 0.100, 0.101, 0.103, 0.083, 0.111, 0.087, 0.101, -0.096, -0.427, 0.347, -0.142, -0.145, -0.239, 0.447, -0.155, -0.169, -0.168, 0.431, -0.163, -0.166, -0.172, 0.098, 0.030, 0.101, 0.048, 0.046, 0.045, 0.048, 0.032, 0.049, -0.016, 0.036, 0.045, 0.004, 0.054, 0.040, 0.029, 0.035, 0.042, 0.040, 0.049, 0.026, 0.041, 0.024, 0.044, -0.010, 0.049, 0.020, -0.136, -0.376, 1.206, -0.397, -0.147, -0.390, -0.153, 0.087, 0.065, 0.037, 0.072, 0.072, 0.076, 0.050, 0.070, 0.081, 0.066, 0.073, 0.051, 0.058, 0.083, 0.058